Entry 1:
Here is a molecular structure, C47H37ClN5O4PSZr in a non-equilibrium geometry from OMol25. Energies are from ωB97M-V with the def2-TZVPD basis set.

The geometry in XYZ format:
```
97
C47H37ClN5O4PSZr | OMol25 | ωB97M-V with the def2-TZVPD basis set
Zr -0.4095 -0.1168 1.2194
Cl -0.3092 -6.1830 5.3739
C -0.6512 -4.7965 4.4063
C -1.6582 -4.8578 3.4428
C -1.9659 -3.7547 2.6635
C -1.2486 -2.5834 2.8441
O -1.5461 -1.4773 2.1331
C -0.2149 -2.5165 3.7868
C 0.5612 -1.3256 3.9996
N 0.6292 -0.2853 3.2340
C 1.3711 0.8432 3.6947
C 2.4290 0.7997 4.5597
C 3.0348 1.9980 5.0024
C 2.5640 3.2082 4.5825
C 1.4954 3.2734 3.6541
C 0.9760 4.4933 3.1627
C -0.0218 4.4657 2.2356
C -0.4732 3.2215 1.7576
N -0.0239 2.0630 2.1878
C 0.9263 2.0799 3.1788
C 0.0632 -3.6320 4.5908
H -2.2082 -5.7800 3.3150
H -2.7508 -3.7958 1.9232
H 1.1225 -1.3030 4.9340
H 2.8213 -0.1430 4.9144
H 3.8676 1.9440 5.6874
H 3.0066 4.1277 4.9395
H 1.3782 5.4285 3.5283
H -0.4581 5.3694 1.8361
H -1.2173 3.2023 0.9736
H 0.8406 -3.5851 5.3409
O -2.7275 0.7224 3.0110
N -2.6406 0.9544 1.6106
C -3.4360 1.9223 1.3231
C -3.5364 2.7078 0.0892
C -4.5891 3.6259 0.0883
C -4.7531 4.5217 -0.9578
C -3.8342 4.5215 -1.9932
C -2.7812 3.6149 -2.0010
C -2.6239 2.6901 -0.9754
P -1.4103 1.3416 -1.1312
C -0.1366 2.0102 -2.2244
C 0.4678 3.2236 -1.8955
C 1.4875 3.7370 -2.6781
C 1.9106 3.0446 -3.8075
C 1.3119 1.8395 -4.1413
C 0.2977 1.3189 -3.3503
C -2.4414 0.2035 -2.0932
C -2.7992 0.4971 -3.4097
C -3.6797 -0.3244 -4.0910
C -4.2290 -1.4338 -3.4591
C -3.8960 -1.7166 -2.1432
C -3.0047 -0.8975 -1.4645
H -2.6843 -0.2461 3.0793
H -4.0842 2.2337 2.1393
H -5.2777 3.6397 0.9223
H -5.5795 5.2167 -0.9537
H -3.9360 5.2263 -2.8072
H -2.0859 3.6260 -2.8305
H 0.1352 3.7928 -1.0335
H 1.9410 4.6833 -2.4198
H 2.6931 3.4526 -4.4312
H 1.6286 1.3015 -5.0242
H -0.1553 0.3715 -3.6186
H -2.3991 1.3709 -3.9103
H -3.9477 -0.0935 -5.1125
H -4.9218 -2.0704 -3.9917
H -4.3249 -2.5720 -1.6417
H -2.7715 -1.1433 -0.4341
C 3.9628 -5.7702 -3.6440
C 3.0736 -4.9027 -2.8052
C 1.8081 -4.5349 -3.2656
C 0.9618 -3.7637 -2.4935
C 1.4063 -3.3450 -1.2390
C 2.6597 -3.6918 -0.7527
C 3.4827 -4.4756 -1.5439
S 0.3550 -2.3263 -0.3333
O -0.9970 -2.7945 -0.3760
O 0.9037 -2.1022 1.0369
N 0.3556 -0.8104 -0.8942
C 1.6231 -0.1767 -0.7408
C 2.7010 -0.3185 -1.5992
C 3.8617 0.3566 -1.2736
C 3.9070 1.1455 -0.1252
C 2.7827 1.2435 0.6643
N 1.6508 0.5933 0.3464
H 3.7854 -5.6101 -4.7051
H 3.7700 -6.8224 -3.4312
H 5.0135 -5.5802 -3.4362
H 1.4809 -4.8695 -4.2409
H -0.0235 -3.4965 -2.8475
H 2.9831 -3.3638 0.2245
H 4.4584 -4.7634 -1.1781
H 2.6161 -0.9341 -2.4830
H 4.7322 0.2754 -1.9083
H 4.8017 1.6835 0.1517
H 2.7671 1.8581 1.5524
```

Summary:
- Molecular weight: 925.56 g mol⁻¹
- Maximum force: 1.4 eV/A
- HOMO energy: -13.080 eV
- E: -98898.326 eV
- Net charge: +2
- Orbital gap: 7.27 eV

The Löwdin scheme yields these atomic charges, measured in e: 1.790 0.722 -0.651 -0.045 0.027 -0.310 -0.315 -0.136 -0.014 -0.002 -0.204 0.015 -0.028 0.001 -0.141 0.036 -0.003 -0.104 0.018 -0.186 -0.028 0.122 0.133 0.141 0.122 0.122 0.129 0.136 0.123 0.073 0.124 -0.055 -0.101 -0.061 -0.210 -0.008 -0.033 -0.029 -0.062 -0.303 1.069 -0.384 -0.101 -0.059 -0.057 -0.060 -0.101 -0.351 -0.087 -0.054 -0.053 -0.053 -0.109 0.078 0.148 0.124 0.121 0.121 0.111 0.099 0.113 0.114 0.115 0.109 0.107 0.115 0.115 0.115 0.072 -0.029 -0.241 -0.011 -0.033 -0.313 -0.040 -0.012 0.619 -0.263 -0.365 -0.239 -0.429 0.012 -0.005 -0.020 -0.074 0.006 0.087 0.099 0.086 0.126 0.124 0.119 0.125 0.132 0.126 0.119 0.110



Entry 2:
Here is a molecular structure, C47H37GeN6O4V in a non-equilibrium geometry from OMol25. Energies are from ωB97M-V with the def2-TZVPD basis set.

The geometry in XYZ format:
```
96
C47H37GeN6O4V | OMol25 | ωB97M-V with the def2-TZVPD basis set
V -0.5899 0.6775 0.1767
O -6.6845 3.3383 -0.7078
C -5.8047 3.3245 -1.5419
O -5.5409 3.8715 -2.5933
C -4.6170 2.3063 -1.1346
C -4.4642 1.9237 0.1890
C -3.3119 1.2251 0.5339
N -2.3792 0.9243 -0.3838
C -2.6070 1.1639 -1.6857
C -3.7179 1.8921 -2.1034
C -1.5614 0.5871 -2.5099
C -1.5378 0.5913 -3.9057
C -0.4789 -0.0141 -4.5540
C 0.5173 -0.6121 -3.7899
C 0.4175 -0.5777 -2.4111
N -0.5872 0.0095 -1.7772
C -2.9136 0.7760 1.8584
C -3.7157 0.7985 2.9977
C -3.1986 0.3372 4.1943
C -1.8776 -0.0938 4.2263
C -1.1508 -0.1031 3.0516
N -1.6571 0.2933 1.8920
H -5.2131 2.2050 0.9121
H -3.8765 2.1777 -3.1316
H -2.3308 1.0696 -4.4600
H -0.4238 -0.0189 -5.6315
H 1.3602 -1.0915 -4.2571
H 1.1747 -1.0217 -1.7826
H -4.7268 1.1626 2.9400
H -3.8101 0.3086 5.0819
H -1.4208 -0.4390 5.1394
H -0.1297 -0.4640 3.0421
C 3.0486 0.6263 2.3676
C 1.6663 1.0883 1.9756
O 1.1259 0.5394 0.9873
C 1.0222 2.1226 2.7293
C 1.5314 2.5719 3.9640
C 0.9100 3.5586 4.6794
C -0.2316 4.1823 4.1602
C -0.7409 3.8037 2.9479
C -0.1583 2.7470 2.1969
O -0.6871 2.4044 1.0840
H 3.4142 -0.0793 1.6248
H 3.0283 0.1320 3.3377
H 3.7275 1.4748 2.4267
H 2.4194 2.1147 4.3646
H 1.2979 3.8598 5.6391
H -0.7183 4.9624 4.7270
H -1.6090 4.2925 2.5264
Ge -0.2473 -1.8981 0.5665
C -1.3208 -2.8533 1.9724
C -0.6398 -3.3872 3.0617
C -1.2969 -4.1660 3.9979
C -2.6506 -4.4189 3.8583
C -3.3443 -3.8741 2.7891
C -2.6839 -3.0880 1.8599
C -0.0143 -3.2054 -0.9352
C 1.1497 -3.9617 -0.9327
C 1.3426 -4.9670 -1.8633
C 0.3734 -5.2123 -2.8210
C -0.7844 -4.4519 -2.8448
C -0.9742 -3.4486 -1.9071
H 1.1559 -2.0951 1.2293
H 0.4212 -3.2035 3.1660
H -0.7520 -4.5772 4.8346
H -3.1623 -5.0354 4.5813
H -4.4008 -4.0669 2.6841
H -3.2332 -2.6634 1.0294
H 1.9171 -3.7563 -0.1966
H 2.2543 -5.5430 -1.8518
H 0.5255 -5.9908 -3.5523
H -1.5331 -4.6355 -3.6019
H -1.8831 -2.8576 -1.9272
C 0.8946 4.1451 -2.4094
C 0.2059 3.2277 -1.6279
N 0.7613 2.0965 -1.2121
C 2.0185 1.8321 -1.5385
C 2.8054 2.6813 -2.3197
C 2.2014 3.8680 -2.7599
C 4.2063 2.4627 -2.6390
C 4.9999 1.3798 -2.6308
C 4.7806 -0.0485 -2.4552
C 5.9156 -0.8645 -2.3309
C 5.7187 -2.2314 -2.2526
N 4.5070 -2.7634 -2.3191
C 3.5049 -1.9189 -2.4484
N 3.5634 -0.5997 -2.4986
H 0.4184 5.0590 -2.7316
H -0.8150 3.4114 -1.3137
H 2.4303 0.9031 -1.1699
H 2.7561 4.5538 -3.3848
H 4.7067 3.3846 -2.9187
H 6.0402 1.5807 -2.8542
H 6.9042 -0.4346 -2.3027
H 6.5440 -2.9259 -2.1604
H 2.5240 -2.3710 -2.5320
```

Summary:
- Molecular weight: 873.40 g mol⁻¹
- Multiplicity: 4
- Maximum force: 3.6 eV/A
- HOMO energy (alpha / beta): -9.786 / -9.769 eV
- Relative energy (zero: lowest compared OMol25 entry of this formula, charge and spin): 81.1 kcal per mole
- E: -148668.454 eV
- Net charge: +1
- Orbital gap (alpha / beta): 6.53 / 4.00 eV

The Löwdin scheme yields these atomic charges, measured in e: 0.803 0.017 -0.711 0.014 -0.038 0.096 -0.158 -0.003 -0.174 0.088 -0.184 0.041 -0.004 -0.008 -0.159 -0.024 -0.165 0.045 -0.005 -0.003 -0.137 -0.015 0.127 0.127 0.127 0.123 0.110 0.074 0.126 0.123 0.122 0.110 0.023 -0.330 -0.186 -0.104 -0.024 -0.071 -0.046 0.019 -0.309 -0.130 0.088 0.100 0.103 0.110 0.108 0.117 0.125 1.110 -0.340 -0.132 -0.072 -0.068 -0.069 -0.110 -0.347 -0.144 -0.072 -0.064 -0.067 -0.118 0.014 0.090 0.109 0.110 0.110 0.104 0.092 0.112 0.111 0.110 0.105 -0.012 -0.091 0.027 -0.060 -0.166 0.007 -0.022 -0.021 -0.255 0.012 -0.106 0.099 -0.210 0.134 0.119 0.123 0.100 0.124 0.116 0.109 0.114 0.117 0.087



Entry 3:
Here is a molecular structure, C47H38F3GeN3O4SV in a non-equilibrium geometry from OMol25. Energies are from ωB97M-V with the def2-TZVPD basis set.

The geometry in XYZ format:
```
98
C47H38F3GeN3O4SV | OMol25 | ωB97M-V with the def2-TZVPD basis set
V -1.1979 0.5801 -0.6250
C -2.4106 -0.7739 -0.4666
Ge -2.3390 -2.6756 0.0622
C -3.4774 -3.9039 -1.0349
C -4.6394 -3.3064 -1.6434
C -5.5778 -4.1092 -2.2752
C -5.3281 -5.5255 -2.4385
C -4.2069 -6.1091 -1.8521
C -3.2881 -5.2892 -1.1896
C -2.8923 -3.0153 1.8553
C -3.3209 -4.3003 2.2616
C -3.5612 -4.6192 3.6083
C -3.4359 -3.6351 4.5979
C -3.1565 -2.2845 4.1652
C -2.9533 -2.0120 2.8098
C -0.4993 -3.3202 -0.3449
C 0.3977 -3.2656 0.7691
C 1.7108 -3.6158 0.6481
C 2.1767 -4.0714 -0.6072
C 1.3097 -4.3191 -1.6762
C -0.0593 -3.9445 -1.5479
H -3.4014 -0.5551 -0.1022
H -4.7409 -2.2460 -1.5878
H -6.4316 -3.6669 -2.8249
H -6.0539 -6.2241 -2.9271
H -3.9661 -7.1465 -2.0037
H -2.3664 -5.7284 -0.7464
H -3.4262 -5.0935 1.5218
H -3.8452 -5.6868 3.8586
H -3.4069 -3.8810 5.6775
H -3.1168 -1.5058 4.9324
H -2.6407 -0.9786 2.5382
H 0.1148 -2.7817 1.6702
H 2.4449 -3.5252 1.4572
H 3.2767 -4.1665 -0.8448
H 1.7361 -4.7032 -2.5991
H -0.6680 -3.9693 -2.4065
C 3.7572 3.3818 5.6833
C 2.9455 2.7928 4.5685
C 2.2614 3.5773 3.5960
C 1.5580 2.9761 2.5675
C 0.9663 3.8557 1.4851
C 1.4671 1.5134 2.4822
C 0.5743 0.8679 1.6141
O -0.3350 1.5044 0.9164
C 2.2324 0.7053 3.4363
C 2.2528 -0.7890 3.3650
C 2.9996 1.3842 4.3805
H 3.3124 3.3042 6.6882
H 3.7560 4.4730 5.5200
H 4.6977 2.8663 5.7948
H 2.3182 4.6970 3.5962
H 1.5954 3.8456 0.5780
H 0.9397 4.8416 1.8364
H -0.0251 3.4722 1.1623
H 0.6526 -0.2124 1.4621
H 2.8334 -1.2418 2.5529
H 1.2352 -1.1997 3.2947
H 2.7068 -1.1153 4.3016
H 3.5256 0.8045 5.1778
O 6.5594 -2.7855 -3.9698
S 6.1414 -3.2119 -2.6321
O 4.9159 -4.0457 -2.5985
O 7.1438 -3.5760 -1.6575
C 5.7606 -1.3858 -2.2949
N 6.7805 -0.5727 -2.1993
C 6.4160 0.7042 -1.9983
C 5.1018 1.1079 -1.9416
C 4.1418 0.0876 -2.0971
N 4.4794 -1.1934 -2.1137
C 2.7182 0.3343 -2.2398
C 1.8370 -0.7995 -2.3114
C 0.4820 -0.5564 -2.3022
N -0.0208 0.7131 -2.2435
C 0.8333 1.7868 -2.2216
C 2.1864 1.6444 -2.1777
H 7.2796 1.4555 -1.9181
H 4.8132 2.1536 -1.8531
H 2.1964 -1.7527 -2.6258
H -0.2654 -1.3044 -2.5404
H 0.3807 2.7169 -2.2468
H 2.8570 2.4690 -2.2618
F -2.6722 9.2193 -2.2247
C -2.9411 8.2173 -3.1765
F -1.8599 8.2527 -4.0444
F -4.0642 8.5825 -3.9541
C -3.1178 6.9009 -2.5712
C -3.0880 5.8025 -3.4717
C -3.0723 4.5238 -2.9896
C -2.9743 4.2917 -1.5768
C -3.0479 5.4354 -0.7200
C -3.0643 6.7124 -1.1815
C -2.8661 2.9459 -1.1747
C -2.5501 1.7456 -0.9171
H -3.0083 6.0329 -4.5560
H -3.1285 3.6306 -3.6466
H -3.0071 5.2793 0.3627
H -3.2632 7.5068 -0.4620
```

Summary:
- Molecular weight: 921.45 g mol⁻¹
- Multiplicity: 3
- Maximum force: 6.9 eV/A
- HOMO energy (alpha / beta): -4.579 / -5.197 eV
- Relative energy (zero: lowest compared OMol25 entry of this formula, charge and spin): 17.6 kcal per mole
- E: -163202.009 eV
- Net charge: -1
- Orbital gap (alpha / beta): 4.41 / 5.07 eV

The Löwdin scheme yields these atomic charges, measured in e: 0.597 -0.378 0.888 -0.254 -0.106 -0.094 -0.099 -0.116 -0.137 -0.292 -0.093 -0.107 -0.096 -0.090 -0.131 -0.264 -0.145 -0.104 -0.086 -0.080 -0.104 -0.061 0.076 0.097 0.100 0.089 0.107 0.086 0.114 0.097 0.090 0.100 0.064 0.096 0.103 0.105 0.080 -0.049 -0.221 -0.002 -0.152 -0.021 -0.080 -0.070 -0.147 -0.174 -0.038 -0.005 0.091 0.084 0.079 0.132 0.101 0.054 0.084 0.123 0.096 0.083 0.081 0.131 -0.378 0.456 -0.389 -0.364 -0.371 0.128 -0.122 -0.011 -0.240 0.163 -0.097 0.053 -0.108 -0.039 -0.099 0.005 0.130 0.094 0.107 0.112 0.099 0.098 0.071 -0.460 0.090 0.072 -0.152 -0.021 -0.027 -0.237 -0.038 -0.033 -0.083 -0.141 0.132 0.129 0.116 0.122